{"formula": "C4H4NO3S2", "method": "ωB97M-V/def2-TZVPD", "mol_weight_g_mol": 178.21, "gap_ev": [5.40, 3.99], "total_charge": -1, "lumo_energy_ev": [2.934, 1.133], "largest_force_ev_per_a": 4.43, "spin_multiplicity": 3, "s_squared": 2.010, "symbols": ["C", "C", "C", "C", "N", "O", "O", "O", "S", "S", "H", "H", "H", "H"], "coordinates": [[1.92039, -0.27960, 2.03029], [0.04656, 1.05196, 0.72100], [-3.27844, 0.96638, 0.79286], [1.20065, 0.29304, 1.10313], [0.18127, 1.62813, -0.48854], [-3.38246, 0.43379, 1.77446], [-0.89891, 1.31527, 1.54310], [-3.32093, 1.53450, -0.21813], [2.74160, -0.63190, 0.49844], [-0.57225, -1.57088, -1.06666], [2.30790, -0.32046, 3.04533], [1.00648, 1.22160, -1.01945], [-0.68016, 2.02324, -1.03439], [0.08034, -1.88718, -2.27430]], "forces_ev_per_angstrom": [[2.33, -2.50, 2.82], [-0.68, 0.84, 1.71], [0.07, 1.77, -2.98], [-1.18, 1.20, -1.73], [-0.31, 0.99, -3.00], [-0.51, -2.16, 3.61], [2.00, -0.84, -1.57], [0.24, 0.29, -0.59], [-2.14, 1.07, 0.31], [0.91, -0.65, -1.39], [-0.24, 0.40, -0.43], [-2.08, 0.79, 0.47], [2.32, -1.51, 1.60], [-0.74, 0.30, 1.17]]}

***

{"formula": "C4H4NOS2", "method": "ωB97M-V/def2-TZVPD", "mol_weight_g_mol": 146.22, "gap_ev": [6.73, 6.73], "total_charge": -1, "lumo_energy_ev": [3.320, 3.320], "largest_force_ev_per_a": 6.61, "symbols": ["C", "C", "C", "C", "N", "O", "S", "S", "H", "H", "H", "H"], "coordinates": [[0.39442, 2.60276, -0.23470], [-1.16326, 0.76368, 0.05992], [1.11192, 0.33756, 0.09363], [-0.24760, -1.53392, 0.29546], [-0.16127, -0.09846, 0.08456], [1.35499, 1.64468, -0.03679], [-2.69990, 0.35178, 0.14696], [2.45931, -0.69907, 0.09191], [-0.09541, 2.33430, -1.19725], [0.46087, -2.00970, -0.39718], [-0.08767, -1.93830, 1.20149], [-1.32639, -1.75532, -0.10802]], "forces_ev_per_angstrom": [[-2.46, -1.00, 0.09], [0.87, 3.17, 0.20], [2.90, 0.80, -1.21], [-3.41, -0.16, -5.67], [1.79, -1.42, 1.24], [0.09, -1.56, 0.51], [-1.84, -0.32, -0.08], [-0.28, 0.70, 0.33], [0.41, 0.27, -0.28], [-0.35, 0.15, 0.27], [0.45, -0.67, 3.49], [1.82, 0.03, 1.12]]}